# 1
The molecule C2H3N3O in a non-equilibrium geometry. Source: the OMol25 dataset; level of theory: ωB97M-V/def2-TZVPD.

Geometry (Å):
N: 0.451 -0.084 0.088
C: -0.781 0.316 0.452
O: 1.505 0.850 0.182
N: -1.417 1.320 0.697
C: 0.240 -1.132 -0.927
N: 0.895 -1.698 -1.750
H: 2.236 0.337 0.559
H: -2.230 1.336 1.301
H: -0.901 -1.244 -0.602

**Energy above the lowest of the compared OMol25 structures with the same formula, charge and spin**: 151.6 kcal per mole
**Lowest unoccupied orbital energy (alpha / beta)**: -1.333 / -0.518 eV
**F_max**: 0.038 Eh/bohr
**Net charge**: 0
**Orbital gap (alpha / beta)**: 6.76 / 9.29 eV
**Molar mass**: 85.1 u
**Electronic energy**: -317.29077 Ha
**HOMO (alpha / beta)**: -8.1 / -9.8 eV

These are the Löwdin partial charges, in e, on atoms 1 to 5: number 1, N, carries -0.126; number 2, C, carries -0.218; number 3, O, carries 0.033; number 4, N, carries 0.186; number 5, C, carries -0.367

---

# 2
A cluster of 10 separate species, C32H82N8O6 in total in a non-equilibrium geometry. Source: the OMol25 dataset; level of theory: ωB97M-V/def2-TZVPD.

Geometry (Å):
N: -22.284 -26.175 16.798
H: -22.132 -26.940 16.157
H: -22.494 -25.326 16.292
H: -21.413 -25.963 17.264
H: -22.985 -26.291 17.516
N: -26.730 -24.874 16.634
H: -26.709 -25.452 17.462
H: -25.873 -24.997 16.114
H: -26.859 -23.887 16.807
H: -27.519 -25.131 16.059
N: -24.446 -24.800 12.720
H: -24.488 -25.793 12.541
H: -24.300 -24.714 13.716
H: -25.334 -24.389 12.467
H: -23.618 -24.384 12.320
N: -27.682 -21.158 14.367
H: -28.659 -21.060 14.601
H: -27.266 -20.318 13.990
H: -27.560 -21.827 13.620
H: -27.096 -21.372 15.161
C: -30.632 -24.036 12.444
C: -30.617 -24.838 13.659
C: -29.174 -25.223 14.281
O: -29.180 -25.617 15.472
C: -27.988 -24.605 13.667
C: -28.134 -23.758 12.613
C: -29.475 -23.453 11.963
O: -29.711 -22.766 10.920
O: -27.090 -23.120 12.453
O: -31.596 -25.142 14.289
H: -31.514 -23.872 11.842
H: -27.047 -24.793 14.163
O: -26.202 -22.133 16.698
C: -24.716 -22.196 16.649
C: -23.953 -23.162 15.569
O: -24.180 -24.558 15.426
H: -24.322 -22.112 17.662
H: -24.379 -21.232 16.268
H: -22.958 -22.802 15.830
H: -24.015 -22.733 14.569
C: -22.192 -27.108 13.394
C: -22.662 -28.277 14.223
N: -21.875 -28.657 15.413
C: -20.524 -29.067 15.062
C: -19.667 -29.274 16.338
C: -22.600 -29.672 16.151
C: -22.672 -31.037 15.519
H: -21.250 -27.442 12.959
H: -22.058 -26.208 13.995
H: -22.885 -26.805 12.610
H: -23.629 -27.941 14.597
H: -22.851 -29.100 13.533
H: -20.472 -29.980 14.469
H: -20.006 -28.203 14.647
H: -19.889 -30.224 16.824
H: -18.594 -29.384 16.183
H: -19.903 -28.355 16.876
H: -23.592 -29.418 16.527
H: -22.088 -29.753 17.109
H: -23.088 -31.841 16.126
H: -21.754 -31.531 15.202
H: -23.216 -31.022 14.575
C: -23.592 -28.975 10.299
C: -24.735 -28.070 10.048
N: -25.354 -27.447 11.176
C: -26.560 -26.836 10.589
C: -26.209 -25.680 9.599
C: -25.842 -28.323 12.247
C: -26.595 -27.681 13.392
H: -22.775 -28.439 10.782
H: -23.191 -29.285 9.334
H: -23.843 -29.778 10.992
H: -24.449 -27.396 9.241
H: -25.344 -28.805 9.523
H: -27.262 -27.505 10.091
H: -27.219 -26.316 11.285
H: -25.468 -25.016 10.045
H: -25.910 -26.161 8.668
H: -27.117 -25.106 9.412
H: -24.954 -28.714 12.743
H: -26.493 -29.098 11.841
H: -26.750 -28.438 14.161
H: -27.585 -27.270 13.194
H: -26.000 -26.911 13.882
C: -24.382 -18.729 14.284
C: -25.040 -19.283 13.056
N: -26.463 -18.944 12.870
C: -27.132 -17.732 13.415
C: -26.668 -16.509 12.631
C: -26.954 -19.522 11.565
C: -28.539 -19.512 11.592
H: -24.398 -17.640 14.306
H: -23.354 -18.981 14.545
H: -24.932 -19.115 15.142
H: -24.408 -18.819 12.299
H: -24.880 -20.361 13.078
H: -28.212 -17.855 13.503
H: -26.914 -17.445 14.444
H: -25.671 -16.220 12.963
H: -26.564 -16.671 11.558
H: -27.384 -15.693 12.727
H: -26.657 -20.570 11.524
H: -26.543 -19.275 10.586
H: -28.898 -18.538 11.257
H: -29.084 -19.886 12.458
H: -28.927 -20.234 10.874
C: -23.105 -21.029 10.082
C: -23.569 -22.241 10.904
N: -22.502 -23.143 11.512
C: -21.753 -23.887 10.485
C: -22.568 -24.822 9.600
C: -21.706 -22.349 12.476
C: -20.569 -23.028 13.232
H: -23.903 -20.323 9.853
H: -22.649 -21.355 9.147
H: -22.476 -20.387 10.698
H: -24.207 -21.920 11.727
H: -24.203 -22.837 10.248
H: -21.035 -24.424 11.104
H: -21.150 -23.193 9.900
H: -23.312 -24.241 9.055
H: -23.065 -25.612 10.163
H: -21.835 -25.128 8.854
H: -21.232 -21.471 12.038
H: -22.391 -21.962 13.231
H: -20.173 -22.443 14.062
H: -20.829 -24.026 13.582
H: -19.738 -23.237 12.557

**Energy above the lowest of the compared OMol25 structures with the same formula, charge and spin**: 0.0 kcal per mole
**Lowest unoccupied orbital energy**: -0.908 eV
**F_max**: 0.105 Eh/bohr
**Net charge**: 0
**Orbital gap**: 4.35 eV
**Molar mass**: 675.1 u
**Electronic energy**: -2157.60181 Ha
**HOMO**: -5.3 eV

These are the Löwdin partial charges, in e, on atoms 1 to 5: number 1, N, carries 0.321; number 2, H, carries 0.061; number 3, H, carries 0.079; number 4, H, carries 0.138; number 5, H, carries 0.146

---

# 3
The molecule C5H7NO3 in a non-equilibrium geometry. Source: the OMol25 dataset; level of theory: ωB97M-V/def2-TZVPD.

Geometry (Å):
C: -2.182 -0.860 -1.007
N: -0.898 -0.535 -1.426
C: 0.272 -0.432 -0.711
C: 1.601 -0.451 -1.538
O: 2.615 0.025 -1.010
C: 0.609 -0.228 0.625
C: -0.149 0.565 1.508
O: 0.301 0.882 2.593
O: -1.360 1.021 1.141
H: -2.486 -1.721 -1.725
H: -3.013 0.062 -1.125
H: -2.168 -1.373 -0.023
H: -0.794 -0.447 -2.531
H: 1.359 -0.788 -2.686
H: 1.505 -0.504 1.021
H: -1.473 1.516 2.001

**SMILES string**: CN/C(C=O)=C\C(=O)O
**Energy above the lowest of the compared OMol25 structures with the same formula, charge and spin**: 84.8 kcal per mole
**Lowest unoccupied orbital energy**: -0.609 eV
**F_max**: 0.094 Eh/bohr
**Net charge**: 0
**Orbital gap**: 8.02 eV
**Molar mass**: 129.1 u
**Electronic energy**: -475.11392 Ha
**HOMO**: -8.6 eV

These are the Löwdin partial charges, in e, on atoms 1 to 5: number 1, C, carries -0.152; number 2, N, carries -0.074; number 3, C, carries -0.185; number 4, C, carries -0.155; number 5, O, carries 0.045

---

Question: Which of these has the highest F_max?
Answer: C32H82N8O6

---

Question: What is the molar mass in the third record?
Answer: 129.1 u

---

Question: Which value of energy above the lowest of the compared OMol25 structures with the same formula, charge and spin does entry 3 give?
Answer: 84.8 kcal per mole

---

Question: Look up the F_max of the third one.
Answer: 0.094 Eh/bohr